{"formula": "C42H35BrCl2F5N4O2PS3ScSi", "method": "ωB97M-V/def2-TZVPD", "multiplicity": 1, "e_tot_ha": -8571.186301, "e_lumo_ev": 2.177, "gap_ha": 0.2592, "molar_mass_g_mol": 1073.785, "e_homo_ev": -4.875, "total_charge": -1, "elements": ["Sc", "C", "Si", "C", "C", "C", "C", "C", "C", "N", "C", "S", "H", "H", "H", "H", "H", "H", "H", "H", "H", "H", "H", "H", "F", "C", "C", "F", "C", "F", "C", "S", "C", "F", "C", "F", "Br", "C", "C", "N", "C", "C", "C", "C", "O", "O", "H", "H", "H", "N", "P", "C", "C", "C", "C", "C", "C", "C", "C", "C", "C", "C", "C", "C", "C", "C", "C", "C", "C", "H", "H", "H", "H", "H", "H", "H", "H", "H", "H", "H", "H", "H", "H", "H", "Cl", "C", "Cl", "H", "H", "S", "C", "C", "N", "C", "H", "H", "H"], "positions_angstrom": [[0.1516, 0.2154, -0.1169], [-4.0076, 4.3600, -4.0603], [-2.4673, 3.3144, -4.3497], [-0.9785, 4.4318, -4.2044], [-2.5444, 2.6589, -6.1130], [-2.5893, 1.8330, -3.1940], [-3.7323, 1.0558, -3.3077], [-3.9397, -0.0622, -2.5048], [-2.9697, -0.3626, -1.5722], [-1.8630, 0.3615, -1.4267], [-1.6415, 1.4249, -2.2264], [-0.0993, 2.1572, -1.9585], [-4.0314, 5.2077, -4.7485], [-4.0213, 4.7524, -3.0420], [-4.9234, 3.7845, -4.2066], [-1.0937, 5.2436, -4.9293], [-0.0493, 3.9017, -4.4068], [-0.8897, 4.8580, -3.2061], [-2.5590, 3.4837, -6.8290], [-3.4364, 2.0526, -6.2803], [-1.6740, 2.0379, -6.3323], [-4.4875, 1.3167, -4.0437], [-4.8190, -0.6828, -2.6030], [-3.0766, -1.2154, -0.9155], [-3.5080, -5.6433, 2.0164], [-2.7412, -4.8823, 1.2200], [-2.5511, -3.5402, 1.4930], [-3.1281, -2.9884, 2.5688], [-1.7643, -2.7783, 0.6511], [-1.6332, -1.4692, 0.9645], [-1.1148, -3.2771, -0.4806], [-0.1163, -2.3108, -1.5180], [-1.3332, -4.6426, -0.7117], [-0.7602, -5.2430, -1.7626], [-2.1226, -5.4280, 0.1058], [-2.2962, -6.7289, -0.1688], [-5.3749, 2.9642, 3.9476], [-3.5662, 3.4117, 3.6069], [-3.0152, 4.5266, 4.2194], [-1.7556, 4.9000, 4.0264], [-1.0163, 4.1669, 3.1993], [-1.4838, 3.0318, 2.5496], [-2.7948, 2.6349, 2.7643], [-0.5734, 2.2453, 1.6480], [0.4352, 2.7650, 1.1765], [-0.9211, 1.0253, 1.4456], [-3.6143, 5.1335, 4.8884], [0.0050, 4.4869, 3.0337], [-3.1769, 1.7442, 2.2849], [2.1144, 0.1667, -0.4553], [3.0885, 0.1259, -1.6440], [4.7993, -0.2218, -1.1053], [5.8946, -0.2243, -1.9649], [7.1646, -0.4873, -1.4795], [7.3509, -0.7418, -0.1247], [6.2647, -0.7377, 0.7356], [4.9916, -0.4792, 0.2455], [3.2800, 1.6811, -2.5815], [3.7002, 1.7524, -3.9057], [3.8372, 2.9830, -4.5313], [3.5551, 4.1501, -3.8360], [3.1403, 4.0852, -2.5127], [3.0046, 2.8563, -1.8893], [2.7572, -1.1097, -2.9366], [3.4349, -2.3206, -3.0141], [3.0848, -3.2587, -3.9746], [2.0533, -2.9918, -4.8610], [1.3605, -1.7913, -4.7785], [1.7076, -0.8560, -3.8194], [5.7561, -0.0209, -3.0205], [8.0115, -0.4934, -2.1545], [8.3455, -0.9372, 0.2563], [6.4057, -0.9244, 1.7931], [4.1269, -0.4572, 0.8998], [3.8998, 0.8441, -4.4623], [4.1540, 3.0296, -5.5660], [3.6477, 5.1095, -4.3297], [2.9032, 4.9920, -1.9713], [2.6467, 2.7888, -0.8671], [4.2408, -2.5355, -2.3214], [3.6130, -4.2026, -4.0241], [1.7819, -3.7234, -5.6114], [0.5353, -1.5921, -5.4501], [1.1535, 0.0750, -3.7383], [2.4194, 0.9152, 2.8953], [3.0522, 2.5366, 2.6156], [4.7299, 2.5144, 2.0376], [3.0299, 3.0849, 3.5500], [2.4250, 2.9911, 1.8549], [2.4750, -3.5667, 2.2605], [1.4407, -2.8335, 3.4148], [0.7396, -1.8373, 2.8191], [1.0075, -1.6495, 1.4889], [1.9011, -2.4883, 1.0673], [1.4048, -3.1564, 4.4403], [0.0033, -1.2066, 3.2956], [2.2514, -2.5044, 0.0462]], "mulliken_charge": [0.587, -1.144, 0.224, -0.883, -1.114, 0.324, -0.187, -1.459, -0.329, 0.594, 0.411, -0.195, 0.310, 0.327, 0.322, 0.388, 0.181, 0.280, 0.328, 0.330, 0.296, 0.254, 0.434, 0.287, -0.337, 0.509, -0.185, -0.329, -1.071, 0.268, 0.808, 0.014, -0.077, -0.351, 0.303, -0.321, -0.201, -0.100, -0.173, -0.654, -0.187, 0.270, -0.315, 0.190, -0.648, -0.322, 0.360, 0.521, 0.566, 0.375, 0.623, 0.040, -0.207, -0.737, -0.490, -1.010, -0.313, 0.792, -0.402, -0.853, -0.579, -0.534, -0.489, 0.494, -0.547, -0.668, -0.644, -0.525, -0.523, 0.363, 0.403, 0.376, 0.446, 0.541, 0.409, 0.401, 0.396, 0.443, 0.208, 0.413, 0.398, 0.361, 0.440, 0.360, -0.111, 0.020, -0.190, 0.450, -0.136, -0.213, -0.442, -1.377, 1.556, -0.567, 0.470, 0.541, 0.136]}

***

{"formula": "C42H35N4O", "method": "ωB97M-V/def2-TZVPD", "multiplicity": 1, "e_tot_ha": -1915.258892, "e_lumo_ev": -3.484, "gap_ha": 0.1858, "molar_mass_g_mol": 611.769, "e_homo_ev": -8.539, "total_charge": 1, "elements": ["C", "O", "C", "C", "C", "C", "C", "C", "C", "C", "N", "C", "C", "C", "C", "C", "C", "N", "C", "C", "C", "C", "C", "C", "C", "N", "C", "C", "C", "C", "C", "C", "H", "H", "H", "H", "H", "H", "H", "H", "H", "H", "H", "H", "H", "H", "H", "H", "H", "H", "H", "H", "H", "H", "H", "C", "N", "C", "C", "C", "C", "C", "C", "C", "C", "C", "C", "C", "C", "C", "H", "H", "H", "H", "H", "H", "H", "H", "H", "H", "H", "H"], "positions_angstrom": [[1.5290, 1.1050, -1.9984], [1.3906, -0.0485, -1.0932], [0.8277, 0.2160, 0.1587], [1.6460, 1.2983, 0.8742], [1.5126, 2.6121, 0.4303], [2.1943, 3.6394, 1.0990], [3.0102, 3.3222, 2.1980], [3.1214, 1.9943, 2.6378], [2.4148, 0.9714, 1.9964], [-0.5432, 0.9349, -0.3013], [-1.3235, 1.6694, 0.5263], [-1.0815, 2.3433, 1.7556], [-1.5963, 3.6314, 1.8159], [-1.3354, 4.4387, 2.9366], [-0.6394, 3.8830, 4.0156], [-0.2301, 2.5507, 3.9991], [-0.5152, 1.7381, 2.8915], [-2.5282, 1.9995, -0.0686], [-2.5739, 1.2852, -1.1653], [-3.7794, 1.1625, -1.9661], [-4.1490, 0.0222, -2.7171], [-5.3264, 0.0536, -3.4566], [-6.1458, 1.1897, -3.4404], [-5.8124, 2.2860, -2.6336], [-4.6528, 2.2602, -1.8716], [-1.3513, 0.5997, -1.3610], [-0.9913, -0.0274, -2.6046], [-0.4805, -1.3183, -2.6080], [-0.1524, -1.9157, -3.8263], [-0.3345, -1.2133, -5.0277], [-0.8607, 0.0834, -5.0126], [-1.1983, 0.6741, -3.7937], [1.7332, 0.6312, -2.9812], [0.5507, 1.6888, -2.0235], [2.3903, 1.7374, -1.6434], [0.8594, 2.8058, -0.4386], [2.0316, 4.6559, 0.6948], [3.5234, 4.1607, 2.6854], [3.7579, 1.8010, 3.5137], [2.4934, -0.0351, 2.4454], [-2.1542, 4.0095, 0.9628], [-1.6752, 5.4722, 2.9264], [-0.4230, 4.4995, 4.8955], [0.3291, 2.1370, 4.8494], [-0.2918, 0.6670, 2.9109], [-3.5051, -0.8596, -2.7072], [-5.6025, -0.8144, -4.0509], [-7.0498, 1.2156, -4.0496], [-6.4497, 3.1647, -2.5902], [-4.3730, 3.0746, -1.2004], [-0.3446, -1.8524, -1.6590], [0.2555, -2.9320, -3.8303], [-0.0756, -1.6739, -5.9836], [-1.0053, 0.6486, -5.9406], [-1.6122, 1.6875, -3.7461], [2.5391, -4.7461, 2.5793], [2.0413, -3.5882, 1.8215], [0.6958, -3.4996, 1.6378], [-0.1842, -4.4877, 2.0917], [-1.5651, -4.2597, 2.0644], [-2.0641, -3.0546, 1.5401], [-1.1909, -2.0818, 1.0504], [0.2056, -2.3032, 1.0349], [1.1211, -1.3133, 0.5871], [2.5010, -1.5767, 0.4702], [2.9292, -2.8172, 1.1084], [4.2609, -3.2655, 1.0652], [5.2781, -2.4574, 0.5390], [4.9150, -1.2744, -0.1065], [3.5799, -0.8697, -0.1417], [3.4819, -4.4607, 3.1089], [1.7706, -4.9823, 3.3506], [2.6918, -5.6114, 1.8782], [0.2000, -5.4583, 2.4608], [-2.2289, -5.0428, 2.4525], [-3.1601, -2.9104, 1.5079], [-1.6044, -1.1571, 0.6513], [0.3950, -0.3553, 1.1368], [4.5234, -4.2926, 1.4300], [6.3236, -2.7998, 0.6325], [5.6975, -0.6760, -0.6171], [3.4392, 0.0108, -0.7629]], "mulliken_charge": [-0.938, -0.356, 3.814, 0.498, -0.700, -0.871, -0.820, -1.036, -0.113, -1.194, 1.405, 0.771, -0.533, -0.682, -0.595, -0.673, -0.101, -1.401, 0.618, 0.161, 0.018, -0.755, -0.451, -0.660, -0.636, 1.068, -0.182, 0.181, -0.861, -0.568, -1.047, 0.189, 0.175, 0.520, 0.476, 0.184, 0.429, 0.439, 0.428, 0.266, 0.449, 0.421, 0.390, 0.412, 0.405, 0.424, 0.410, 0.393, 0.398, 0.447, 0.289, 0.459, 0.439, 0.430, 0.459, -1.664, -0.073, -0.049, -0.710, -0.978, -1.194, 0.247, 1.314, 0.191, 1.362, 0.017, -0.696, -0.773, -1.390, 0.088, 0.555, 0.531, 0.331, 0.490, 0.371, 0.443, 0.429, -1.954, 0.471, 0.395, 0.404, 0.150]}

***

{"formula": "C42H35N6O3RuS2", "method": "ωB97M-V/def2-TZVPD", "multiplicity": 2, "e_tot_ha": -3066.540078, "e_lumo_ev": [-5.736, -7.267], "gap_ha": [0.2336, 0.1807], "molar_mass_g_mol": 836.985, "e_homo_ev": [-12.093, -12.185], "total_charge": 2, "elements": ["Ru", "S", "C", "C", "C", "C", "C", "C", "N", "C", "C", "C", "C", "C", "C", "C", "C", "N", "C", "C", "C", "C", "C", "S", "C", "H", "H", "H", "H", "H", "H", "H", "H", "H", "H", "H", "H", "C", "O", "C", "C", "C", "C", "C", "C", "N", "N", "C", "C", "C", "C", "O", "C", "N", "C", "C", "C", "C", "H", "H", "H", "H", "H", "H", "H", "H", "H", "H", "H", "H", "O", "C", "C", "C", "C", "C", "C", "N", "H", "H", "H", "H", "H", "H", "H", "H", "H", "H", "H"], "positions_angstrom": [[-0.5953, 0.9205, -0.3764], [-5.7703, -1.4672, -0.1672], [-7.4345, -1.8054, -0.0143], [-8.1801, -0.6685, 0.0329], [-7.3861, 0.5013, -0.0540], [-6.0485, 0.2350, -0.1673], [-4.9485, 1.1956, -0.2728], [-3.6134, 0.7517, -0.3091], [-2.5763, 1.5652, -0.3840], [-2.7931, 2.9008, -0.4751], [-4.0780, 3.4454, -0.4219], [-4.2225, 4.8770, -0.4727], [-3.1434, 5.6806, -0.5790], [-1.8149, 5.1337, -0.6654], [-0.6625, 5.9199, -0.8110], [0.5792, 5.3240, -0.9150], [0.6263, 3.9158, -0.8735], [-0.4404, 3.1554, -0.7467], [-1.6517, 3.7484, -0.6284], [1.8188, 6.0855, -1.0746], [2.9573, 5.7064, -1.7328], [3.9642, 6.7034, -1.7084], [3.5724, 7.8168, -1.0302], [1.9878, 7.6671, -0.4190], [-5.1584, 2.5617, -0.3176], [-7.7754, -2.8269, 0.0290], [-9.2555, -0.6642, 0.1255], [-7.8032, 1.4975, -0.0310], [-3.3811, -0.3054, -0.2584], [-5.2192, 5.2958, -0.4249], [-3.2596, 6.7560, -0.6160], [-0.7580, 6.9979, -0.8690], [1.5794, 3.4067, -0.9490], [3.0608, 4.7657, -2.2560], [4.9295, 6.6030, -2.1808], [4.1337, 8.7205, -0.8565], [-6.1618, 2.9654, -0.2796], [6.1073, -10.4809, -2.3274], [6.5471, -9.2653, -1.6973], [5.7339, -8.2392, -1.6043], [4.3971, -8.2375, -2.0747], [3.6348, -7.1176, -1.9305], [4.1698, -5.9546, -1.3060], [5.5093, -5.9798, -0.8310], [6.2780, -7.0888, -0.9802], [3.4881, -4.8013, -1.1071], [2.2976, -4.8014, -1.6157], [1.6263, -3.6246, -1.5845], [0.3850, -3.7154, -2.2587], [-0.4921, -2.6814, -2.3818], [-0.1991, -1.4433, -1.7725], [-1.0291, -0.4644, -1.8075], [1.0662, -1.3005, -1.0587], [1.2578, -0.0849, -0.4814], [2.3951, 0.1589, 0.1426], [3.3945, -0.8088, 0.2392], [3.1871, -2.0656, -0.2833], [1.9811, -2.3601, -0.9601], [6.9646, -11.1433, -2.3033], [5.8159, -10.2895, -3.3591], [5.2829, -10.9202, -1.7674], [3.9809, -9.1172, -2.5419], [2.6149, -7.0979, -2.2827], [5.9015, -5.0897, -0.3581], [7.3018, -7.1311, -0.6365], [0.1564, -4.6787, -2.6944], [-1.4226, -2.7825, -2.9226], [2.5012, 1.1372, 0.5935], [4.3191, -0.5675, 0.7442], [3.9353, -2.8310, -0.1839], [-0.0870, 1.6342, 1.5862], [-0.1075, 1.3111, 2.7807], [0.5261, 2.1934, 3.8024], [-0.6077, 3.2048, 4.1286], [-1.9898, 2.6069, 4.4585], [-2.7569, 1.9497, 3.2914], [-2.3410, 0.4992, 2.9934], [-0.8978, 0.3170, 3.2633], [1.4001, 2.7081, 3.4101], [0.8018, 1.6305, 4.6955], [-0.7113, 3.8774, 3.2730], [-0.2771, 3.8113, 4.9715], [-2.5997, 3.4297, 4.8326], [-1.9079, 1.9069, 5.2979], [-2.6282, 2.5631, 2.3939], [-3.8245, 1.9576, 3.5167], [-2.5553, 0.2264, 1.9647], [-2.8662, -0.2067, 3.6341], [-0.7352, 0.1651, 4.2485]], "lowdin_spin": [0.021, 0.000, 0.000, 0.000, 0.000, 0.000, 0.000, 0.000, -0.001, 0.000, 0.000, 0.000, 0.000, 0.000, 0.001, 0.000, 0.001, -0.003, 0.000, 0.000, 0.000, 0.000, 0.000, 0.000, 0.001, 0.000, 0.000, 0.000, 0.000, 0.000, 0.000, 0.000, 0.000, 0.000, 0.000, 0.000, 0.000, 0.004, 0.096, 0.109, 0.029, 0.067, 0.090, 0.044, 0.023, 0.050, -0.021, 0.120, 0.030, 0.049, 0.085, 0.124, 0.033, 0.007, 0.004, 0.005, 0.009, 0.020, 0.000, 0.002, 0.002, 0.000, 0.001, 0.001, -0.001, 0.000, 0.001, 0.000, 0.000, 0.001, 0.003, -0.001, 0.001, 0.000, 0.000, 0.000, -0.001, 0.000, 0.000, 0.000, 0.000, 0.000, 0.000, 0.000, 0.000, 0.000, -0.001, 0.000, 0.000]}